Entry from the Open Molecules 2025 dataset: a 2-piece molecular cluster, C5H9NO3S overall in a non-equilibrium geometry (ωB97M-V with the def2-TZVPD basis set).

2S+1: 1
Highest occupied orbital energy (spin up / spin down) (eV): -7.58 / -7.58
Kohn-Sham gap (spin up / spin down) (eV): 7.5 / 7.5
Relative energy (zero: lowest compared OMol25 entry of this formula, charge and spin) (kcal/mol): 190.30
Strongest force on any atom (eV Å⁻¹): 5.11

Cartesian coordinates (Å):
S: 2.0139 -0.3608 -0.4487
O: -1.9207 -0.0377 0.8543
O: 0.8811 -1.9708 0.7889
O: -0.9788 -2.2933 -0.1815
N: -0.2506 -1.6840 0.6342
C: -2.4256 1.2293 1.2256
C: 1.4485 -0.8240 -1.9620
C: -0.7270 -0.4522 1.2495
C: 0.8001 0.8335 -0.0021
C: 1.6666 -1.9710 -2.5970
H: -0.1776 -0.2605 2.2239
H: -2.3040 1.2735 2.3282
H: 0.8851 -0.0042 -2.5652
H: 2.2557 -2.8402 -2.3731
H: -1.9519 2.1680 0.8275
H: 0.2344 1.2006 -0.9132
H: -3.5109 1.1124 0.9959
H: 1.2234 -1.9893 -3.5660
H: 1.1768 1.5755 0.7431

Here are the natural (NBO) charges for atoms 1 to 6, given in e: S 0.52; O -0.49; O -0.38; O -0.48; N 0.43; C -0.25

---

Entry from the Open Molecules 2025 dataset: one molecule with the formula C5H9NO4 in a non-equilibrium geometry (ωB97M-V with the def2-TZVPD basis set).

2S+1: 1
Highest occupied orbital energy (eV): -10.11
Kohn-Sham gap (eV): 10.1
Relative energy (zero: lowest compared OMol25 entry of this formula, charge and spin) (kcal/mol): 86.19
SMILES: N[C@@H](CCC(=O)O)C(=O)O
Strongest force on any atom (eV Å⁻¹): 8.48

Cartesian coordinates (Å):
O: 3.7188 -0.2269 -0.1161
O: -2.7318 1.2747 0.1896
O: -0.6732 2.2206 -0.2358
O: 2.5635 1.6866 -0.3674
N: -2.1464 -1.0425 -0.4537
C: 0.4240 -0.7672 -0.2705
C: -1.0770 -0.3097 0.1873
C: -1.3330 1.1612 0.2157
C: 2.6995 0.4167 0.0577
C: 1.5673 -0.1967 0.7041
H: -2.7248 -1.9037 0.0107
H: 0.5110 -1.8508 -0.4096
H: 1.5698 2.0277 -0.6374
H: 0.4424 -0.4658 -1.3776
H: 1.2304 0.5287 1.4462
H: 2.0560 -1.0525 1.0326
H: -1.0696 -0.5585 1.1686
H: -3.0411 0.3319 0.4080
H: -1.9858 -1.2736 -1.5523

Here are the natural (NBO) charges for atoms 1 to 6, given in e: O -0.58; O -0.65; O -0.60; O -0.71; N -0.90; C -0.38

---

Entry from the Open Molecules 2025 dataset: one molecule with the formula C5H9NOS in a non-equilibrium geometry (ωB97M-V with the def2-TZVPD basis set).

2S+1: 1
Highest occupied orbital energy (eV): -9.33
Kohn-Sham gap (eV): 10.0
Relative energy (zero: lowest compared OMol25 entry of this formula, charge and spin) (kcal/mol): 54.33
SMILES: CC1=NOC[C@@]1(C)S
Strongest force on any atom (eV Å⁻¹): 2.77

Cartesian coordinates (Å):
S: 1.8866 -0.0210 -0.9289
O: -1.8129 -1.1647 -0.6337
N: -1.8567 0.2320 -0.6271
C: 0.4795 -0.6058 1.4021
C: -0.4594 2.1647 -0.2278
C: -0.6919 0.7275 -0.3526
C: 0.3176 -0.4065 -0.1083
C: -0.4627 -1.5498 -0.7499
H: 2.5762 -1.0129 -0.3323
H: 0.2114 2.4993 -1.0179
H: 1.0067 0.3235 1.7297
H: -1.4491 2.6366 -0.3390
H: -0.3065 -2.5187 -0.2537
H: -0.1540 -1.4947 -1.8081
H: -0.0744 2.4265 0.7800
H: -0.4725 -0.8691 1.8799
H: 1.2622 -1.3669 1.5876

Here are the natural (NBO) charges for atoms 1 to 6, given in e: S -0.01; O -0.37; N -0.10; C -0.63; C -0.66; C 0.20

---

Entry from the Open Molecules 2025 dataset: one molecule with the formula C5H9NOS in a non-equilibrium geometry (ωB97M-V with the def2-TZVPD basis set).

2S+1: 1
Highest occupied orbital energy (spin up / spin down) (eV): -8.08 / -8.08
Kohn-Sham gap (spin up / spin down) (eV): 7.9 / 7.9
Relative energy (zero: lowest compared OMol25 entry of this formula, charge and spin) (kcal/mol): 157.50
Strongest force on any atom (eV Å⁻¹): 5.50

Cartesian coordinates (Å):
S: 1.5909 -1.5682 0.9403
O: 1.3124 -1.0151 2.3229
N: 0.1454 0.6763 -0.1925
C: -0.8307 -0.1358 -0.6402
C: -1.8222 -0.0385 -1.4858
C: 0.1607 -2.3388 0.3821
C: 1.5555 0.2913 -0.3031
C: -0.1590 1.6828 0.7563
H: -0.9992 2.2951 0.3408
H: -2.5079 -0.8119 -1.9967
H: -0.3394 1.3115 1.6914
H: -0.7588 -2.1105 1.0167
H: 1.6759 0.1859 -1.3820
H: 0.0578 -2.6693 -0.5638
H: 0.6693 2.3091 0.9691
H: -1.8313 0.9339 -2.1411
H: 2.0807 1.0023 0.2856

Here are the natural (NBO) charges for atoms 1 to 6, given in e: S 1.14; O -0.97; N -0.38; C 0.26; C -0.51; C -0.78

---

Entry from the Open Molecules 2025 dataset: one molecule with the formula C5H9NS in a non-equilibrium geometry (ωB97M-V with the def2-TZVPD basis set).

2S+1: 1
Highest occupied orbital energy (eV): -8.92
Kohn-Sham gap (eV): 9.8
Relative energy (zero: lowest compared OMol25 entry of this formula, charge and spin) (kcal/mol): 26.88
SMILES: S[C@]12CNC[C@H]1C2
Strongest force on any atom (eV Å⁻¹): 1.60

Cartesian coordinates (Å):
S: 2.5330 0.3709 -0.9141
N: -0.8708 -0.2087 1.4109
C: 0.8440 0.3748 -0.2649
C: -1.1474 -0.9672 0.1989
C: -0.2748 1.1232 -0.9129
C: 0.5313 0.2059 1.2842
C: -0.3096 -0.3399 -0.9575
H: -0.7698 -1.9928 0.2337
H: -0.9514 1.6559 -0.2463
H: 0.8133 1.1149 1.8340
H: -1.4658 0.6034 1.4623
H: -2.1942 -1.0933 -0.0066
H: 2.5279 -0.9493 -1.0087
H: 1.0864 -0.6240 1.6432
H: -0.1451 1.6325 -1.8479
H: -0.2071 -0.9065 -1.9084

Here are the natural (NBO) charges for atoms 1 to 6, given in e: S 0.01; N -0.60; C -0.20; C -0.23; C -0.43; C -0.23

---

Entry from the Open Molecules 2025 dataset: one molecule with the formula C5H9NS in a non-equilibrium geometry (ωB97M-V with the def2-TZVPD basis set).

2S+1: 1
Highest occupied orbital energy (eV): -9.66
Kohn-Sham gap (eV): 10.3
Relative energy (zero: lowest compared OMol25 entry of this formula, charge and spin) (kcal/mol): 30.69
SMILES: CC(C)[C@H](S)C#N
Strongest force on any atom (eV Å⁻¹): 4.59

Cartesian coordinates (Å):
S: 0.8031 -2.5083 0.4238
N: -1.8255 -0.9062 2.3821
C: 0.2436 1.6994 0.1838
C: 0.4872 -0.7123 0.8957
C: -0.7821 -0.1478 -1.3426
C: -0.9276 -0.7270 1.7028
C: 0.3748 0.2521 -0.4043
H: 1.3881 0.2411 -0.8050
H: 0.2714 2.4622 -0.5888
H: -0.6539 0.3648 -2.2208
H: 1.2928 -2.1160 -0.8787
H: -1.6919 0.2146 -0.8747
H: -0.9407 -1.1643 -1.5853
H: 1.2189 1.7795 0.7508
H: -0.5789 1.8223 0.8494
H: 1.3207 -0.5542 1.5119

Here are the natural (NBO) charges for atoms 1 to 6, given in e: S -0.03; N -0.33; C -0.61; C -0.35; C -0.63; C 0.25

---

Entry from the Open Molecules 2025 dataset: a 2-piece molecular cluster, C5H9NS overall in a non-equilibrium geometry (ωB97M-V with the def2-TZVPD basis set).

2S+1: 1
Highest occupied orbital energy (eV): -7.72
Kohn-Sham gap (eV): 7.8
Relative energy (zero: lowest compared OMol25 entry of this formula, charge and spin) (kcal/mol): 103.54
Strongest force on any atom (eV Å⁻¹): 4.83

Cartesian coordinates (Å):
S: -1.6218 0.3392 1.8165
N: 0.6814 -2.1049 -0.6826
C: 1.4281 -1.9238 -1.6201
C: -0.6745 0.8977 0.6286
C: 0.7596 1.2907 1.0431
C: 0.0581 -1.9820 0.3950
C: -1.1764 1.2128 -0.7954
H: -0.4895 1.9130 -1.2832
H: 0.4354 -2.2656 1.4399
H: -1.3003 0.3599 -1.3505
H: 1.3753 1.2054 0.1785
H: 1.6883 -2.3590 -2.5201
H: 1.0260 0.7777 1.9003
H: 0.7735 2.4517 1.0366
H: -2.0896 1.7248 -0.4962
H: -0.8737 -1.5378 0.3095

Here are the natural (NBO) charges for atoms 1 to 6, given in e: S -0.02; N -0.27; C -0.04; C 0.00; C -0.69; C -0.30

---

Entry from the Open Molecules 2025 dataset: one molecule with the formula C5H9NS in a non-equilibrium geometry (ωB97M-V with the def2-TZVPD basis set).

2S+1: 1
Highest occupied orbital energy (spin up / spin down) (eV): -7.81 / -7.81
Kohn-Sham gap (spin up / spin down) (eV): 7.8 / 7.8
Relative energy (zero: lowest compared OMol25 entry of this formula, charge and spin) (kcal/mol): 72.30
SMILES: C=C(C)C/C=[NH+]\[S-]
Strongest force on any atom (eV Å⁻¹): 5.16

Cartesian coordinates (Å):
S: 1.2238 -3.1167 0.0867
N: 0.9459 -2.1792 1.3953
C: -0.4735 -0.5052 0.2032
C: -0.5727 1.0540 -1.9567
C: -0.2815 0.8544 -0.4466
C: 0.4782 -0.9481 1.3333
C: 0.2308 1.7597 0.3939
H: -0.4584 -1.1930 -0.5372
H: 1.2452 -2.5613 2.2425
H: 0.3961 1.6144 1.4739
H: 0.4748 2.7729 0.0496
H: -0.7610 2.0335 -2.0406
H: -1.5211 0.4919 -2.3864
H: 0.3850 -0.3102 2.1308
H: 0.2568 0.6180 -2.5933
H: -1.5685 -0.3851 0.6516

Here are the natural (NBO) charges for atoms 1 to 6, given in e: S -0.18; N -0.54; C -0.49; C -0.64; C 0.05; C 0.11

---

Entry from the Open Molecules 2025 dataset: a 2-piece molecular cluster, C5H9NS overall in a non-equilibrium geometry (ωB97M-V with the def2-TZVPD basis set).

2S+1: 1
Highest occupied orbital energy (eV): -8.30
Kohn-Sham gap (eV): 8.7
Relative energy (zero: lowest compared OMol25 entry of this formula, charge and spin) (kcal/mol): 124.41
Strongest force on any atom (eV Å⁻¹): 3.51

Cartesian coordinates (Å):
S: 1.3428 -1.0025 -0.0485
N: 1.5940 -1.9052 1.1639
C: -1.3128 2.1008 1.2657
C: 0.0828 -1.5745 -0.8757
C: -0.7138 1.0392 1.6988
C: 0.1450 1.9043 0.8505
C: -0.2635 -1.0618 -2.2724
H: -1.0923 -0.1573 -2.2267
H: -0.4156 -2.4634 -0.3553
H: 0.3892 1.6415 -0.1511
H: -0.6471 0.1865 2.2588
H: 0.9845 2.3200 1.2991
H: 0.5715 -0.6189 -2.8105
H: -0.7369 -1.8596 -2.7965
H: -2.1252 2.7958 1.1800
H: 2.1974 -1.3449 1.8199

Here are the natural (NBO) charges for atoms 1 to 6, given in e: S 0.99; N -1.07; C -0.18; C -0.56; C -0.17; C -0.45

---

Entry from the Open Molecules 2025 dataset: one molecule with the formula C5H9NS in a non-equilibrium geometry (ωB97M-V with the def2-TZVPD basis set).

2S+1: 1
Highest occupied orbital energy (eV): -7.84
Kohn-Sham gap (eV): 8.7
Relative energy (zero: lowest compared OMol25 entry of this formula, charge and spin) (kcal/mol): 72.13
SMILES: C=C1SCC[C@H]1N
Strongest force on any atom (eV Å⁻¹): 5.86

Cartesian coordinates (Å):
S: 0.8973 1.5979 -0.3983
N: -0.8984 -0.9496 -0.9735
C: -0.9385 1.6323 -0.1147
C: -0.1102 -0.7732 0.2825
C: 2.5038 -0.4226 0.0673
C: 1.2289 -0.0146 0.0193
C: -1.0522 0.3751 0.7428
H: -2.0814 -0.1230 0.8056
H: 0.0483 -1.6383 1.1106
H: 3.4187 -0.0071 -0.0779
H: -1.9890 -1.3240 -0.8877
H: -0.6922 0.4334 1.7924
H: -1.5344 1.7429 -1.1448
H: 2.5972 -1.5600 -0.0129
H: -0.5548 -1.6389 -1.7102
H: -0.8430 2.6696 0.4995

Here are the natural (NBO) charges for atoms 1 to 6, given in e: S 0.26; N -0.87; C -0.53; C -0.07; C -0.44; C -0.19

---

Entry from the Open Molecules 2025 dataset: one molecule with the formula C5H9NS2 in a non-equilibrium geometry (ωB97M-V with the def2-TZVPD basis set).

2S+1: 1
Highest occupied orbital energy (eV): -8.21
Kohn-Sham gap (eV): 8.8
Relative energy (zero: lowest compared OMol25 entry of this formula, charge and spin) (kcal/mol): 16.21
SMILES: C[C@@H]1CN(C)C(=S)S1
Strongest force on any atom (eV Å⁻¹): 3.54

Cartesian coordinates (Å):
S: 0.7140 -1.3378 -0.5736
S: -2.1250 -0.9503 0.3592
N: -0.3930 1.0082 -0.2140
C: 1.8381 0.0065 -0.2134
C: 1.0452 1.3186 -0.5037
C: 2.2563 0.0273 1.2420
C: -1.4158 2.0964 -0.0168
C: -0.7033 -0.3128 -0.1096
H: 2.6659 -0.9695 1.3758
H: 3.0817 0.6910 1.2780
H: 1.4702 0.2841 2.0085
H: -0.9088 2.9031 0.6367
H: 1.2988 2.2418 0.1501
H: 2.6989 -0.0641 -0.9272
H: -2.3530 1.6732 0.5818
H: -1.8510 2.3649 -0.9456
H: 1.1014 1.6110 -1.6210

Here are the natural (NBO) charges for atoms 1 to 6, given in e: S 0.29; S -0.13; N -0.44; C -0.38; C -0.21; C -0.62

---

Entry from the Open Molecules 2025 dataset: one molecule with the formula C5H9NSe in a non-equilibrium geometry (ωB97M-V with the def2-TZVPD basis set).

2S+1: 1
Highest occupied orbital energy (eV): -8.56
Kohn-Sham gap (eV): 9.4
Relative energy (zero: lowest compared OMol25 entry of this formula, charge and spin) (kcal/mol): 38.50
SMILES: [SeH][C@@H]1CCCC=N1
Strongest force on any atom (eV Å⁻¹): 5.73

Cartesian coordinates (Å):
Se: -2.4544 0.5597 -1.3938
N: -0.9857 -1.3560 -0.2762
C: -1.4447 -0.1530 0.2596
C: 0.2192 -1.4861 -0.4856
C: -0.3928 0.7735 0.9164
C: 1.3732 -0.4790 -0.1428
C: 0.7112 0.8942 -0.0856
H: -2.1630 1.8634 -1.0276
H: 2.1218 -0.7160 -0.7559
H: 1.5521 1.6213 0.2372
H: -2.3846 -0.1842 1.0249
H: -0.0224 0.1523 1.7326
H: 0.3037 1.5158 -0.8827
H: 1.6875 -0.8244 0.9161
H: 0.6305 -2.3762 -0.9012
H: -0.8644 1.7833 1.1334

Here are the natural (NBO) charges for atoms 1 to 6, given in e: Se 0.02; N -0.46; C -0.13; C 0.17; C -0.45; C -0.46

---

What is the formula in the seventh record? C5H9NS

---

strongest force on any atom of number 7 (C5H9NS)? 4.83 eV Å⁻¹

---

Repeat the eighth record exactly.
Entry from the Open Molecules 2025 dataset: one molecule with the formula C5H9NS in a non-equilibrium geometry (ωB97M-V with the def2-TZVPD basis set).

2S+1: 1
Highest occupied orbital energy (spin up / spin down) (eV): -7.81 / -7.81
Kohn-Sham gap (spin up / spin down) (eV): 7.8 / 7.8
Relative energy (zero: lowest compared OMol25 entry of this formula, charge and spin) (kcal/mol): 72.30
SMILES: C=C(C)C/C=[NH+]\[S-]
Strongest force on any atom (eV Å⁻¹): 5.16

Cartesian coordinates (Å):
S: 1.2238 -3.1167 0.0867
N: 0.9459 -2.1792 1.3953
C: -0.4735 -0.5052 0.2032
C: -0.5727 1.0540 -1.9567
C: -0.2815 0.8544 -0.4466
C: 0.4782 -0.9481 1.3333
C: 0.2308 1.7597 0.3939
H: -0.4584 -1.1930 -0.5372
H: 1.2452 -2.5613 2.2425
H: 0.3961 1.6144 1.4739
H: 0.4748 2.7729 0.0496
H: -0.7610 2.0335 -2.0406
H: -1.5211 0.4919 -2.3864
H: 0.3850 -0.3102 2.1308
H: 0.2568 0.6180 -2.5933
H: -1.5685 -0.3851 0.6516

Here are the natural (NBO) charges for atoms 1 to 6, given in e: S -0.18; N -0.54; C -0.49; C -0.64; C 0.05; C 0.11

---

Look up the 2S+1 of the fifth one. 1